Entry 1:
{
  "formula": "C8H6HgN2O3",
  "method": "wB97M-V/def2-TZVPD",
  "elements": ["C", "C", "H", "H", "C", "H", "N", "H", "C", "O", "N", "C", "O", "O", "C", "C", "H", "Hg", "C", "H"],
  "positions_angstrom": [[-1.5964, -0.9170, -3.0963], [-1.2014, -0.0234, 1.6565], [-0.8447, -0.0312, 4.2899], [-2.1178, -0.0375, -0.3076], [1.2058, 0.0262, 1.6505], [2.1654, 0.0444, 2.1730], [-0.0029, 0.0049, -0.2718], [-2.1580, -0.0446, 2.1842], [-0.0039, 1.8413, -3.0966], [-2.5319, -1.4561, -3.4805], [0.0078, -0.0086, 3.7375], [0.0044, -0.0020, 2.4245], [-0.0040, 2.9211, -3.4802], [2.5224, -1.4587, -3.4783], [1.1820, 0.0291, 0.2940], [-1.1844, -0.0197, 0.3000], [0.8637, 0.0040, 4.2853], [-0.0049, -0.0031, -2.3707], [1.5870, -0.9185, -3.0950], [2.1119, 0.0495, -0.3186]],
  "forces_ev_per_a": [[-6.935, -4.005, -2.749], [-1.002, -0.024, 1.431], [0.204, 0.009, -0.368], [0.941, 0.034, 0.602], [1.024, 0.018, 1.415], [-0.279, -0.005, -0.180], [0.007, 0.014, -4.326], [0.275, 0.007, -0.183], [0.001, 7.938, -2.674], [3.520, 2.025, 1.405], [0.008, -0.010, 1.311], [-0.014, 0.011, -1.862], [0.000, -4.061, 1.404], [-3.525, 2.031, 1.405], [1.073, 0.009, 1.717], [-1.087, -0.035, 1.721], [-0.210, 0.001, -0.367], [-0.002, 0.061, 2.435], [6.935, -4.013, -2.741], [-0.934, -0.004, 0.606]],
  "mol_weight_g_mol": 378.74,
  "charge": 2,
  "energy_ev": -21670.55548,
  "max_force_ha_per_bohr": 0.1647,
  "spin_multiplicity": 1,
  "gap_ha": 0.26884,
  "homo_ev": -15.8
}

Entry 2:
{
  "formula": "C4H2O",
  "method": "wB97M-V/def2-TZVPD",
  "elements": ["C", "O", "C", "H", "C", "C", "H"],
  "positions_angstrom": [[-0.1504, 0.5176, -0.1991], [1.4427, -0.6128, -0.0940], [-1.2586, -0.3337, -0.0084], [1.9730, 1.3210, 0.1032], [-0.9312, -1.5866, -0.1163], [1.1730, 0.6436, 0.0021], [-2.2486, 0.0509, 0.3125]],
  "forces_ev_per_a": [[1.525, 0.161, -0.025], [-0.993, -0.142, -0.345], [-0.767, 2.073, 0.705], [0.209, 1.500, 0.070], [0.368, -1.543, -0.033], [-0.981, -1.584, 0.102], [0.640, -0.465, -0.474]],
  "mol_weight_g_mol": 66.06,
  "energy_ev": -6219.29691,
  "max_force_ha_per_bohr": 0.0451,
  "spin_multiplicity": 1,
  "gap_ha": [0.26851, 0.26842],
  "homo_ev": [-8.7, -8.7]
}

Entry 3:
{
  "formula": "CH7NS2",
  "method": "wB97M-V/def2-TZVPD",
  "elements": ["H", "S", "H", "H", "H", "H", "S", "H", "H", "N", "C"],
  "positions_angstrom": [[-0.9311, -1.6260, -2.0675], [0.5769, 1.3856, -0.1225], [0.1011, -0.4190, 3.4572], [1.0631, 0.7311, -1.1602], [0.0892, 1.3175, 2.8960], [-0.5717, 0.1591, 1.6969], [1.6373, 0.3992, 1.4115], [-0.4999, -1.1585, -3.5807], [-1.1096, -0.1402, -2.4236], [-0.4612, -0.9337, -2.6137], [0.1059, 0.2851, 2.5066]],
  "forces_ev_per_a": [[0.033, -1.123, 0.011], [0.542, -0.453, 2.048], [0.391, 1.027, -2.509], [0.746, -0.515, -0.716], [-0.486, -0.333, -0.021], [-1.279, -0.588, 0.411], [-1.465, 0.172, -1.051], [-0.164, -0.247, -0.792], [0.698, -0.471, -0.849], [-0.555, 2.017, 1.759], [1.540, 0.514, 1.709]],
  "mol_weight_g_mol": 97.21,
  "charge": 1,
  "energy_ev": -24301.94146,
  "max_force_ha_per_bohr": 0.0533,
  "spin_multiplicity": 2,
  "gap_ha": [0.31572, 0.20131],
  "homo_ev": [-14.0, -14.0],
  "s2": 0.75
}